# C11H12CuNO6

A molecular structure, C11H12CuNO6 (ωB97M-V/def2-TZVPD, the OMol25 dataset).

```
! wB97M-V def2-TZVPD RIJCOSX def2/J DEFGRID3
* xyz 1 2
O -0.05631 0.37728 -5.28574
C -0.31733 0.40809 -4.15191
Cu -0.77931 0.58327 -2.56478
O -2.35479 2.56998 -4.15685
C -1.77283 1.77099 -3.54436
C -1.76825 -1.09727 -2.11296
O -2.42399 -1.82792 -1.52009
C 0.74600 -3.40380 -2.44814
O 1.28872 -2.90883 -1.49094
C -0.20708 -3.24869 -3.40443
O -0.99950 -2.55731 -3.85824
H 0.53562 -4.23632 -3.16402
O 0.26682 1.07648 -1.00155
C 0.17384 0.65411 0.21576
C 1.29383 -0.05171 0.90059
C 1.98579 0.72540 2.00104
C 1.20911 0.68657 3.30951
C -0.15680 1.37330 3.27040
C -1.15728 0.70199 2.34667
N -0.92118 0.99014 0.95667
H 0.92960 -1.00376 1.23962
H 1.99289 -0.29325 0.10814
H 2.98316 0.30490 2.14930
H 2.12263 1.75008 1.68147
H 1.09177 -0.35550 3.62589
H 1.83379 1.16292 4.08113
H -0.56272 1.36847 4.28781
H -0.01804 2.41576 2.99755
H -1.12479 -0.38084 2.50376
H -2.15938 1.04999 2.60534
H -1.67399 1.39551 0.42335
*
```

Calculated values
- Kohn-Sham gap (alpha / beta): 7.361 / 8.302 eV
- Relative energy (zero: lowest compared OMol25 entry of this formula, charge and spin): 467.5 kJ/mol
- <S²>: 0.7598

What are the natural (NBO) partial charges on each atom? They are as follows, in elementary charge units: O -0.38; C 0.27; Cu 0.94; O -0.36; C 0.37; C 0.44; O -0.40; C 0.24; O -0.45; C 0.49; O -0.42; H 0.15; O -0.78; C 0.74; C -0.52; C -0.39; C -0.40; C -0.41; C -0.23; N -0.56; H 0.24; H 0.26; H 0.24; H 0.21; H 0.20; H 0.23; H 0.23; H 0.21; H 0.20; H 0.23; H 0.41